Record 1
Density functional theory data (the ωB97M-V functional and the def2-TZVPD basis) for a 7-piece molecular cluster, C50H105N5O9S overall.

Geometry as XYZ:
```
170
Properties=species:S:1:pos:R:3:forces:R:3
C -8.2969 0.5856 -1.2112 1.67 0.68 -0.09
C -6.7516 0.7694 -0.7850 -2.39 -0.10 0.95
C -6.0481 -0.4804 -1.3469 -0.36 1.30 0.36
C -4.5529 -0.2868 -1.4402 0.37 -0.29 -0.22
C -4.0938 1.0459 -2.0140 -1.74 -0.14 0.11
C -4.8638 2.2795 -1.4349 3.66 0.28 1.46
N -6.2485 2.0063 -1.3501 0.85 -1.21 -2.24
O -6.8832 3.1853 -1.0123 -1.12 0.12 0.61
C -4.2281 2.6976 0.0471 0.11 -0.52 -0.82
C -4.4981 3.4414 -2.4182 -0.51 0.37 0.81
C -6.7200 0.8046 0.8060 -0.39 -1.31 -0.71
H -8.4189 0.4667 -2.2878 0.39 0.15 -0.19
H -8.8117 1.5089 -0.9454 -0.47 -0.45 0.43
H -8.6813 -0.3446 -0.7928 -0.20 0.40 0.46
H -6.4541 -1.2808 -0.7283 0.75 -0.31 0.26
H -6.3766 -0.7684 -2.3456 -0.42 0.59 -0.18
H -4.3000 -0.9465 -2.2702 0.92 -0.89 0.78
H -4.0237 -0.4025 -0.4943 0.02 -0.74 -0.01
H -4.3086 0.9769 -3.0804 -0.25 0.44 -0.25
H -3.0044 1.0575 -1.9783 0.06 0.64 0.43
H -4.1650 1.9425 0.8307 -0.55 -0.65 -0.33
H -3.1745 2.9634 -0.0389 0.09 0.37 -0.53
H -4.7316 3.5277 0.5427 -0.23 0.15 -0.50
H -3.6922 3.1925 -3.1087 -0.23 -0.36 -0.13
H -5.3905 3.7759 -2.9473 0.18 -0.09 -0.22
H -4.1089 4.3034 -1.8764 -0.25 0.09 0.14
H -6.9211 1.7818 1.2450 0.37 0.00 -0.23
H -5.8551 0.2839 1.2172 0.61 0.68 -0.07
H -7.4874 0.1312 1.1877 -0.51 0.12 -0.17
H -7.5191 3.2322 -1.7299 -0.32 0.62 0.06
C 4.7587 6.1081 3.2622 -0.85 0.44 -0.79
C 4.0436 6.5801 1.9466 2.07 0.87 0.78
C 5.1018 6.2630 0.8286 -1.67 1.13 0.19
C 4.4526 6.3832 -0.5480 0.40 -0.60 0.14
C 3.2583 5.4186 -0.6717 0.86 0.96 0.12
C 2.1921 5.6685 0.4419 0.34 0.96 -2.32
N 2.8668 5.8153 1.7052 0.88 -1.43 -1.38
O 2.0525 5.6921 2.8115 -0.65 -0.35 0.49
C 1.3611 6.9456 0.0361 0.25 0.31 0.37
C 1.2846 4.4484 0.3435 -0.78 0.35 1.13
C 3.7452 8.0862 2.1286 0.27 -0.37 -0.69
H 4.1886 6.5205 4.0947 -0.01 -0.75 0.30
H 5.7659 6.5122 3.3640 0.00 0.12 -0.38
H 4.8411 5.0249 3.1727 -0.16 -0.11 0.69
H 5.9024 7.0002 0.8890 0.16 -0.16 0.26
H 5.4732 5.2621 1.0484 0.13 -0.05 -0.31
H 5.2376 6.2090 -1.2838 -0.19 -0.36 -0.33
H 4.1513 7.4122 -0.7442 -0.20 0.09 0.21
H 3.6116 4.3881 -0.6360 0.10 -0.13 0.28
H 2.8509 5.5458 -1.6746 -0.52 0.02 0.09
H 0.5994 6.7819 -0.7262 -0.16 -0.35 0.20
H 0.9351 7.4313 0.9140 -0.46 -0.43 0.15
H 1.9471 7.7703 -0.3697 0.58 -0.31 -0.16
H 1.7638 3.4904 0.5449 0.42 0.08 -0.08
H 0.5109 4.5712 1.1014 -0.34 -0.16 -0.01
H 0.7968 4.4266 -0.6311 0.14 -0.03 -0.03
H 3.3444 8.4653 1.1885 0.12 0.37 0.08
H 4.6723 8.5955 2.3915 -0.06 0.21 -0.10
H 3.0118 8.2816 2.9110 -0.01 -0.24 0.04
H 2.2790 4.7739 2.9765 -0.63 -0.12 1.05
C -2.2690 -0.8293 -4.9756 0.38 1.02 0.17
C -1.1169 -1.5615 -4.2987 -0.33 -2.56 0.14
C -0.7305 -2.8014 -5.1892 2.05 -0.21 0.22
C 0.0724 -2.4542 -6.4836 -0.13 0.40 0.51
C 1.3173 -1.5032 -6.2733 -1.88 -0.97 0.01
C 0.9192 -0.2842 -5.3931 2.26 -0.74 -0.88
N 0.1702 -0.7438 -4.1794 -2.58 1.45 -0.78
O 0.0755 0.2477 -3.2423 -1.32 -2.07 -1.51
C 2.3039 0.2956 -4.9232 -1.68 0.35 0.58
C 0.1151 0.7378 -6.2361 -0.14 -0.05 0.67
C -1.5583 -2.0925 -2.8516 1.18 1.20 -0.52
H -2.1964 -0.8329 -6.0632 0.04 -0.08 0.12
H -2.2404 0.2086 -4.6439 -0.55 0.06 0.03
H -3.1999 -1.3117 -4.6774 0.09 0.12 0.01
H -0.1096 -3.4152 -4.5367 0.42 -0.08 0.01
H -1.4992 -3.5259 -5.4579 -0.75 0.75 0.19
H -0.6698 -2.0269 -7.1579 0.19 0.73 -0.13
H 0.3257 -3.3363 -7.0717 0.36 -0.30 0.55
H 1.6558 -1.2258 -7.2716 -0.16 0.68 0.10
H 2.2101 -1.9661 -5.8530 -0.35 -0.49 0.35
H 2.6059 -0.3018 -4.0629 0.55 -0.09 -0.27
H 3.0233 0.2924 -5.7420 -0.10 -0.18 0.17
H 2.1674 1.3126 -4.5556 0.15 0.12 -0.05
H -0.4964 0.2549 -6.9984 0.34 0.02 -0.09
H -0.5686 1.3493 -5.6474 0.27 0.11 0.15
H 0.8944 1.3777 -6.6499 -0.30 0.02 -0.33
H -0.7956 -2.7784 -2.4830 -0.13 -0.22 -0.08
H -2.5495 -2.5374 -2.7633 0.17 -0.13 -0.71
H -1.5747 -1.2631 -2.1446 -0.07 0.17 -0.08
H 0.9142 0.1654 -2.7825 2.04 1.38 1.35
C 5.4344 -4.6741 1.5546 0.45 1.38 -0.11
C 4.3423 -3.6849 2.1037 0.10 -2.03 0.89
C 3.8576 -4.4375 3.3753 0.71 0.39 1.85
C 3.0665 -3.6761 4.4473 0.56 0.39 -0.34
C 3.7715 -2.3949 4.8501 -0.57 0.53 -2.02
C 4.1062 -1.5390 3.5334 0.63 -0.68 0.09
N 4.8310 -2.3558 2.5051 0.09 -2.31 1.68
O 5.4769 -1.6625 1.4795 -0.53 0.34 -0.26
C 2.9114 -0.8639 2.8570 -0.50 -0.29 1.59
C 5.0857 -0.5117 4.0117 0.25 1.18 0.10
C 3.2038 -3.6872 1.1460 -0.83 -0.01 -0.71
H 4.9681 -5.5365 1.0782 -0.05 -0.07 0.36
H 6.1342 -4.9584 2.3404 -0.21 -0.24 0.06
H 6.0734 -4.2273 0.7929 -0.18 0.28 -0.25
H 3.2556 -5.3371 3.2467 0.39 -0.15 -0.98
H 4.7973 -4.7237 3.8477 -0.08 -0.34 0.29
H 2.9586 -4.2595 5.3618 -0.26 -0.44 -0.26
H 2.0864 -3.4885 4.0089 -0.32 0.29 0.39
H 4.6755 -2.5592 5.4364 0.19 -0.27 -0.36
H 3.1266 -1.8145 5.5100 -0.10 0.34 -0.18
H 2.0762 -1.5575 2.7598 0.17 -0.23 -0.70
H 2.4664 -0.1816 3.5813 0.26 0.77 -0.19
H 3.2481 -0.3848 1.9377 -0.33 -0.01 0.06
H 5.3369 0.1728 3.2015 0.30 0.02 0.04
H 4.6503 0.0987 4.8028 -0.21 0.03 0.03
H 5.9812 -0.9516 4.4508 0.07 -0.13 -0.30
H 2.7550 -4.6543 0.9192 0.48 -0.48 0.34
H 3.5830 -3.3648 0.1763 -0.59 0.91 -0.12
H 2.3890 -3.1775 1.6602 -0.12 0.67 -0.91
H 6.4024 -1.7611 1.7145 0.22 0.13 -0.09
C -4.3000 -6.7994 3.4928 -0.38 0.38 -0.13
C -4.2816 -5.2626 3.2075 -1.02 -0.77 -0.14
C -4.9258 -4.5045 4.3892 1.10 1.94 0.50
C -4.5522 -2.9424 4.4041 0.17 -1.38 -0.26
C -3.0169 -2.7723 4.2973 -1.54 -0.19 0.49
C -2.4829 -3.4555 3.0734 2.17 -0.10 -0.20
N -2.8740 -4.8617 3.0924 -1.03 0.69 1.35
O -2.1597 -5.6349 2.1825 0.09 -0.08 -0.63
C -2.8030 -2.6530 1.8329 -0.79 0.22 -0.94
C -0.9031 -3.4353 3.1441 -0.37 0.89 -0.19
C -5.1978 -5.0093 1.9574 1.07 -0.06 0.56
H -5.2224 -7.1473 3.9579 -0.31 0.44 0.01
H -3.5228 -7.1154 4.1886 0.27 0.14 -0.25
H -4.2595 -7.3359 2.5448 0.45 -0.12 0.12
H -6.0121 -4.5942 4.3979 0.09 -0.26 -0.13
H -4.5309 -4.8934 5.3278 -0.06 -0.25 0.06
H -4.8821 -2.4228 5.3037 -0.20 -0.38 0.17
H -5.0837 -2.4528 3.5881 0.16 0.09 -0.20
H -2.5717 -3.2291 5.1812 0.12 0.09 0.12
H -2.8065 -1.7029 4.2886 0.34 0.00 -0.07
H -3.8292 -2.2969 1.7421 -0.25 -0.32 0.23
H -2.2485 -1.7153 1.7942 0.50 -0.12 -0.01
H -2.6094 -3.2682 0.9542 0.20 0.15 -0.18
H -0.4327 -4.0518 3.9100 -0.30 -0.28 -0.06
H -0.4414 -3.5812 2.1676 -0.12 -0.67 -0.08
H -0.5925 -2.4118 3.3542 -0.16 0.27 0.40
H -5.1344 -3.9489 1.7133 -0.41 -0.09 -0.18
H -6.2119 -5.3123 2.2178 -0.02 0.17 -0.11
H -4.8684 -5.6051 1.1061 0.07 0.08 -0.06
H -1.4800 -5.9878 2.7614 0.22 -0.39 -0.26
C 1.0119 -1.2160 -0.2690 0.57 0.89 -0.12
S 1.4679 0.5845 -0.2203 0.09 -0.65 0.01
O 2.0279 0.9073 -1.6206 -1.44 -0.59 0.80
C -0.2555 1.1741 0.0863 0.31 0.49 -0.40
H 0.4122 -1.3955 -1.1614 -0.29 0.07 0.33
H 0.5225 -1.4422 0.6783 -0.21 -0.09 -0.21
H 1.9159 -1.8197 -0.3483 0.13 0.29 0.13
H -0.5897 0.7506 1.0335 0.04 -0.62 -0.24
H -0.9006 0.9714 -0.7686 -0.09 -0.31 0.17
H -0.3136 2.2417 0.2984 0.59 0.14 -0.38
C 5.0317 0.2045 -2.6873 0.66 -0.16 1.80
C 4.9740 1.6883 -2.3021 -2.45 -0.89 1.53
O 5.6573 2.2765 -3.3261 0.48 0.78 -1.11
C 5.6596 1.4426 -4.3811 5.20 3.97 -4.56
O 6.2398 1.8450 -5.4364 -3.14 -2.22 3.45
O 5.3008 0.2372 -4.0730 -0.87 -1.26 -0.38
H 4.1988 -0.4653 -2.4733 -0.14 0.49 -0.04
H 5.9016 -0.1574 -2.1392 0.18 -0.64 -0.39
H 5.3920 1.9095 -1.3200 0.33 -0.12 -0.19
H 3.9451 2.0475 -2.2800 -0.11 0.10 -0.02
```
Positions in Å, forces in eV/Å.

Values from the calculation:
Multiplicity: 2
Charge: +1
Expectation value of S²: 0.754
Kohn-Sham gap (alpha / beta) in eV: 7.646 / 3.352

Record 2
Density functional theory data (the ωB97M-V functional and the def2-TZVPD basis) for a 11-piece molecular cluster, C50H109N3O8 overall.

Geometry as XYZ:
```
170
Properties=species:S:1:pos:R:3:forces:R:3
C 1.9785 -8.4723 -0.6461 0.77 -0.54 -2.73
C 0.8523 -9.4001 -0.2446 0.71 0.22 1.64
C 1.6639 -10.6822 0.1001 -0.75 -1.19 -0.23
O 2.9288 -10.5842 -0.5390 -0.35 -0.03 -0.33
C 2.8163 -9.5167 -1.4631 1.23 1.60 1.81
H 2.5892 -8.0223 0.1367 -0.24 -0.36 0.23
H 1.7180 -7.6892 -1.3582 -0.43 0.24 0.25
H 0.1173 -9.5442 -1.0364 0.11 0.01 0.11
H 0.4136 -8.9613 0.6516 -0.60 -0.42 -0.05
H 1.2227 -11.6123 -0.2580 -0.61 0.09 -0.43
H 1.7774 -10.9316 1.1551 0.33 0.77 0.26
H 2.3627 -9.7224 -2.4326 -0.16 -0.44 0.02
H 3.8442 -9.1709 -1.5728 -0.02 0.05 -0.54
C 8.1413 -4.9087 -5.7062 0.82 0.36 -0.33
C 7.6687 -5.0261 -4.2606 0.67 -0.63 0.34
C 7.5377 -3.5767 -3.8430 -1.57 -0.79 2.04
O 7.1098 -2.9463 -4.9627 -0.49 1.75 -1.88
C 7.8042 -3.4452 -6.1050 -0.85 -0.03 0.30
H 7.6780 -5.6390 -6.3695 0.13 0.07 0.02
H 9.2203 -5.0598 -5.6738 0.04 -0.06 -0.52
H 8.3680 -5.5734 -3.6285 0.19 -0.03 -0.11
H 6.7452 -5.6024 -4.2048 -0.30 0.48 0.10
H 8.3369 -3.0652 -3.3067 0.86 -0.32 -0.39
H 6.7013 -3.4928 -3.1491 -0.09 -0.01 0.34
H 8.6098 -2.7543 -6.3537 0.62 -0.41 0.19
H 7.0994 -3.3332 -6.9289 -0.03 -0.39 -0.10
C -3.4942 5.9866 -5.5698 0.09 0.03 -1.34
C -4.0880 4.5958 -5.7768 0.71 -0.23 -0.75
C -5.4569 4.8525 -6.4376 1.79 -0.07 1.81
O -5.7826 6.1223 -5.9136 -0.93 1.58 -0.08
C -4.6956 6.7330 -5.1347 -1.08 -1.60 0.31
H -3.2782 6.4192 -6.5467 0.83 -0.13 -0.09
H -2.6817 6.0928 -4.8510 0.14 -0.24 -0.29
H -4.1575 4.1506 -4.7843 -0.26 -0.46 -0.19
H -3.5496 3.9700 -6.4885 0.56 -0.19 0.52
H -6.0813 4.0314 -6.0852 -0.75 0.39 -0.07
H -5.3907 4.8087 -7.5247 -0.11 0.40 -0.08
H -4.8501 6.4149 -4.1036 -0.43 0.67 0.40
H -4.6088 7.8137 -5.2475 -0.55 -0.15 -0.14
C 0.1444 7.1695 8.6447 -0.80 -1.76 0.46
C -1.3009 7.3900 8.2680 -0.50 0.25 -1.65
C -1.6901 6.0437 7.6825 -0.53 0.27 -0.01
O -1.0919 5.0801 8.5317 -0.20 0.19 -0.32
C -0.0998 5.7452 9.2736 1.00 0.42 1.58
H 0.4674 8.0116 9.2567 0.58 -0.61 0.25
H 0.7845 6.9430 7.7920 -0.02 0.80 -0.24
H -1.4426 8.1781 7.5284 -0.01 0.11 -0.03
H -1.9707 7.6093 9.0994 0.36 0.05 0.31
H -1.2961 5.9016 6.6761 -0.09 0.14 -0.24
H -2.7741 5.9296 7.6800 -0.02 -0.28 -0.11
H 0.7344 5.0484 9.3557 0.41 0.36 -0.27
H -0.4482 5.8781 10.2978 -0.19 0.07 0.27
C 2.5469 5.8125 1.0342 -1.75 -1.26 0.60
C 2.9773 7.1937 1.3843 0.15 1.20 1.02
C 3.4096 7.8065 0.0855 0.35 0.92 0.78
O 2.5473 7.2331 -0.8316 -0.52 -1.02 -1.70
C 1.9811 5.9873 -0.3574 0.65 0.42 -0.43
H 1.6868 5.5930 1.6668 0.09 -0.36 0.28
H 3.1764 4.9260 1.1119 0.67 0.55 0.01
H 3.6409 7.3348 2.2374 0.22 -0.24 -0.17
H 2.0641 7.7363 1.6290 -0.14 -0.01 0.32
H 4.4864 7.7207 -0.0599 0.20 -0.69 -0.65
H 3.2238 8.8795 0.0397 -0.03 0.16 0.21
H 2.2576 5.1420 -0.9876 0.11 0.18 -0.33
H 0.8950 6.0751 -0.3849 -0.01 0.15 0.06
C -5.8739 -3.4024 -3.7872 0.37 2.85 0.36
C -7.2134 -3.9894 -3.9205 -1.60 -1.91 1.37
C -6.9720 -5.2622 -4.6681 1.30 0.91 -2.33
O -5.6289 -5.6190 -4.3578 0.63 -0.94 0.16
C -4.8508 -4.4753 -3.9589 -0.50 -0.83 0.34
H -5.8225 -2.8583 -2.8441 0.31 -0.08 0.12
H -5.7808 -2.6187 -4.5389 0.37 -0.02 -0.22
H -7.9840 -3.3654 -4.3731 0.07 -0.01 0.28
H -7.4868 -4.3821 -2.9411 -0.68 0.66 0.38
H -6.9235 -4.9583 -5.7137 -0.41 -0.29 -0.64
H -7.6705 -6.0968 -4.6077 0.26 0.04 0.58
H -4.0857 -4.1067 -4.6422 -0.04 -0.65 -0.63
H -4.3223 -4.7989 -3.0623 -0.10 0.26 0.22
C 2.4597 -6.9661 -8.1156 -0.03 -1.08 1.24
C 1.5466 -5.9115 -7.5000 0.61 -0.47 0.60
C 2.3201 -4.7341 -8.0164 -1.19 0.74 -0.19
O 2.4895 -5.0728 -9.4302 0.22 2.62 0.94
C 2.6752 -6.4234 -9.5220 0.05 -2.84 0.58
H 2.1646 -8.0083 -7.9942 -0.62 -0.01 -0.65
H 3.3677 -6.9944 -7.5131 0.40 0.51 -0.16
H 1.5192 -5.9244 -6.4104 0.09 -0.15 0.05
H 0.5153 -5.9502 -7.8510 0.09 0.11 -0.28
H 3.2230 -4.5452 -7.4357 0.67 -0.62 -0.43
H 1.7851 -3.8058 -7.8162 -0.31 0.21 -1.11
H 3.6433 -6.7605 -9.8924 0.37 0.53 -0.14
H 1.9482 -6.9350 -10.1528 -0.35 0.48 -0.44
C -5.8066 -6.9171 2.9208 -0.42 -0.40 -1.42
C -5.6943 -8.3851 3.3673 0.84 0.45 0.73
C -4.4215 -8.3102 4.3006 -2.09 -0.13 0.64
O -3.9063 -6.9811 4.2644 0.31 -0.64 -0.68
C -4.4176 -6.3512 3.0894 0.16 0.13 0.90
H -6.5426 -6.2955 3.4308 0.04 -0.35 0.35
H -6.0609 -6.8776 1.8616 -0.24 0.07 -0.09
H -5.4927 -9.0942 2.5644 0.09 0.40 -0.36
H -6.5604 -8.8180 3.8679 -0.05 0.43 0.23
H -3.8331 -9.1789 4.0051 1.07 0.57 0.14
H -4.7378 -8.3930 5.3404 0.15 -0.60 0.05
H -3.7333 -6.5506 2.2647 -0.14 0.02 -0.32
H -4.4708 -5.2833 3.3013 0.29 0.04 -0.17
C -8.9819 5.5316 4.0651 0.24 0.34 0.54
C -8.3716 5.7165 5.4736 -1.92 -0.37 0.82
N -9.3658 5.8515 6.5749 0.35 -0.14 0.63
C -10.1888 7.0510 6.5102 0.18 -0.02 0.75
C -9.4206 8.3606 6.6241 0.05 1.40 0.44
C -8.7068 5.6893 7.9191 -0.61 -0.08 -0.19
C -9.6615 5.6225 9.1315 -0.11 -0.73 -0.69
H -9.7712 4.7805 4.0329 0.05 -0.06 0.27
H -8.1748 5.1949 3.4145 -0.05 0.09 -0.16
H -9.3957 6.4542 3.6581 0.07 0.07 -0.01
H -7.9426 4.7522 5.7459 1.03 0.40 -0.23
H -7.7666 6.6205 5.5441 0.93 -0.41 -0.42
H -10.7677 7.0405 5.5867 -0.09 -0.05 0.07
H -10.8560 6.9188 7.3619 -0.39 0.40 -0.23
H -8.7332 8.4627 7.4639 1.03 -1.14 -0.36
H -9.0095 8.7010 5.6737 0.50 -0.24 0.14
H -9.9208 9.2548 6.9960 -1.54 -0.10 -0.58
H -7.9320 6.4070 8.1885 0.28 0.47 -0.56
H -8.2106 4.7193 7.8881 0.08 -0.04 -0.08
H -10.2135 6.5121 9.4347 0.14 0.17 -0.40
H -9.1128 5.2933 10.0139 0.16 -0.02 -0.07
H -10.3621 4.8289 8.8719 -0.38 0.06 0.32
C 9.8359 3.3638 0.0277 -0.60 -0.90 -0.31
C 9.3631 2.0737 -0.7615 1.14 1.33 0.81
N 10.3168 0.9762 -0.6592 -0.05 -1.08 -1.20
C 10.5135 0.3897 0.6930 -1.80 1.35 -1.00
C 9.1534 -0.1017 1.3191 2.11 0.30 -0.32
C 11.5886 1.1812 -1.4068 -0.10 -0.74 0.23
C 12.2316 -0.1671 -1.9083 -1.50 1.08 0.93
H 9.2117 4.2017 -0.2827 0.10 0.14 0.17
H 10.8901 3.6176 -0.0841 -0.04 -0.06 -0.34
H 9.6821 3.1645 1.0883 -0.08 0.24 0.11
H 8.3723 1.8566 -0.3623 0.12 -0.57 0.06
H 9.1853 2.3351 -1.8047 0.31 -0.17 -0.13
H 11.1440 -0.4973 0.6298 0.17 0.33 0.00
H 10.9586 1.1913 1.2823 0.39 -0.29 0.69
H 8.4099 0.6510 1.5814 0.15 0.07 -0.37
H 8.8026 -0.8427 0.6007 -0.46 -0.09 0.45
H 9.5307 -0.5203 2.2521 -0.63 -0.54 0.11
H 12.2614 1.7600 -0.7740 0.60 -0.20 0.27
H 11.5163 1.8106 -2.2938 -0.86 0.10 0.03
H 12.1607 -0.8680 -1.0766 0.87 -0.10 -0.06
H 13.2224 0.0346 -2.3154 0.00 -0.41 0.21
H 11.5618 -0.6086 -2.6463 0.16 0.22 -0.33
C -0.1003 0.1143 -2.0707 -0.18 1.24 0.03
C -0.8091 0.1880 -0.7510 -0.20 -1.06 2.48
N 0.0436 0.5854 0.4066 1.36 0.05 -0.24
C 1.3821 -0.1043 0.5167 -0.52 0.63 -0.82
C 1.4220 -1.6042 0.6859 -0.32 -0.64 0.75
C -0.5892 0.5011 1.7293 -0.66 1.37 -1.08
C -1.8959 1.3003 1.7984 -0.60 -0.54 -0.63
H -0.7922 0.4638 -2.8370 -0.04 -0.66 -0.31
H 0.3406 -0.8627 -2.2687 -0.01 0.24 -0.17
H 0.6374 0.9167 -2.0670 0.47 -0.25 -0.07
H -1.7309 0.7691 -0.7244 0.42 0.73 -0.35
H -1.2304 -0.7735 -0.4576 -0.09 -0.85 -0.40
H 1.9916 0.1043 -0.3626 -0.16 0.50 -0.06
H 1.8806 0.3238 1.3864 0.03 0.30 -0.14
H 0.7081 -2.1314 0.0531 -0.02 -0.04 -0.01
H 2.4134 -2.0201 0.5064 0.09 0.22 -0.31
H 1.2398 -1.8514 1.7318 -0.39 -0.27 0.00
H 0.0229 1.1066 2.3979 0.65 -0.87 0.27
H -0.7095 -0.5534 1.9774 -0.13 -0.01 0.74
H -1.8196 2.2192 1.2171 0.34 0.19 0.21
H -2.1832 1.5375 2.8228 0.11 -0.04 -0.02
H -2.7331 0.7791 1.3341 -0.12 -0.22 0.13
```
Positions in Å, forces in eV/Å.

Values from the calculation:
Energy above the lowest of the compared OMol25 structures with the same formula, charge and spin in kJ/mol: 354.4
Charge: 0
Kohn-Sham gap in eV: 8.151

| no. | E (eV) |
| --- | --- |
| 1 | -90248.9802 |
| 2 | -74457.8481 |